Record 1
A structure of composition C14H15Br42F2S2 in a non-equilibrium geometry. Source: OMol25; level of theory: wB97M-V/def2-TZVPD.

Output
LUMO energy	-4.71	eV
total charge	+1
energy above the lowest of the compared OMol25 structures with the same formula, charge and spin	0.0	kJ/mol

```
75
C14H15Br42F2S2 | OMol25 | wB97M-V/def2-TZVPD
F 1.357 1.411 -3.514
S 0.542 2.583 -4.056
F 1.357 3.709 -3.417
S -1.077 2.496 -2.890
H -2.061 2.417 -3.837
C 0.872 -0.528 -7.611
Br 0.530 1.197 -6.785
Br 2.698 -1.058 -7.389
Br -0.379 -1.830 -6.966
H 0.691 -0.404 -8.669
C 0.734 -0.244 -0.815
Br 0.378 1.488 -0.046
Br 2.612 -0.643 -0.670
Br -0.362 -1.611 -0.038
H 0.493 -0.201 -1.865
C -4.942 0.921 -3.552
Br -4.448 -0.885 -3.136
Br -4.512 2.103 -2.095
Br -4.124 1.541 -5.186
H -6.014 0.948 -3.688
C 2.524 -4.073 -2.088
Br 0.840 -4.997 -2.011
Br 3.924 -5.042 -1.219
Br 2.986 -3.601 -3.898
H 2.400 -3.148 -1.545
C -5.831 0.048 0.884
Br -6.437 0.809 2.540
Br -4.048 -0.662 1.037
Br -7.063 -1.255 0.191
H -5.786 0.855 0.168
C 4.233 1.005 2.212
Br 4.179 2.671 3.169
Br 5.995 0.250 2.152
Br 2.947 -0.240 2.927
H 3.936 1.211 1.193
C 3.486 -3.590 2.917
Br 1.987 -4.065 1.808
Br 3.797 -4.865 4.324
Br 5.073 -3.286 1.870
H 3.240 -2.653 3.395
C 1.323 -1.118 5.987
Br 0.859 -0.074 7.532
Br 3.010 -2.020 6.208
Br -0.064 -2.362 5.505
H 1.433 -0.429 5.163
C -4.607 4.346 2.543
Br -4.197 3.425 0.898
Br -3.715 3.526 4.030
Br -4.199 6.216 2.396
H -5.670 4.250 2.709
C 7.761 -2.854 -2.274
Br 6.279 -1.945 -1.446
Br 7.875 -4.682 -1.698
Br 7.696 -2.708 -4.189
H 8.661 -2.357 -1.944
C -1.014 -6.735 4.679
Br 0.857 -6.317 4.527
Br -1.496 -7.221 6.474
Br -2.105 -5.287 4.020
H -1.211 -7.591 4.051
C 0.917 4.913 4.525
Br -0.643 6.021 4.679
Br 1.561 4.333 6.237
Br 0.590 3.424 3.348
H 1.696 5.512 4.076
C -1.981 9.776 0.867
Br -3.497 9.280 -0.209
Br -1.525 8.388 2.120
Br -0.473 10.275 -0.215
H -2.267 10.645 1.440
C -3.798 -3.793 -5.135
Br -3.398 -3.634 -7.010
Br -4.714 -5.428 -4.732
Br -2.206 -3.577 -4.079
H -4.463 -2.981 -4.882
```

Table of Mulliken atomic charges, one value per atom, all in e: 0.034 0.521 -0.106 0.193 0.041 -0.405 0.017 0.024 0.134 0.349 -0.194 -0.044 0.033 0.163 0.274 -0.407 0.106 -0.027 -0.031 0.484 0.707 -0.068 -0.001 -0.031 -0.683 -0.029 -0.019 0.107 -0.038 -0.067 -0.190 -0.041 -0.030 0.203 0.201 0.711 0.211 -0.102 -0.051 -0.802 0.070 -0.040 0.021 0.040 -0.130 -0.456 0.104 0.015 0.019 0.341 -0.379 0.051 -0.029 -0.024 0.359 -0.352 0.019 -0.016 -0.062 0.362 -0.426 -0.058 -0.010 0.110 0.364 -0.309 -0.040 0.017 -0.026 0.358 -0.111 -0.060 -0.002 0.077 0.053


Record 2
The molecule C14H15Cl2NO2 in a non-equilibrium geometry. Source: OMol25; level of theory: wB97M-V/def2-TZVPD.

Output
LUMO energy	0.57	eV
SMILES	O=C(c1ccc(Cl)c(Cl)c1O)N1CCC2(CCC2)C1
energy above the lowest of the compared OMol25 structures with the same formula, charge and spin	143.5	kJ/mol

```
34
C14H15Cl2NO2 | OMol25 | wB97M-V/def2-TZVPD
O 0.299 1.983 1.695
Cl -4.543 -1.624 4.568
Cl -5.196 1.130 3.236
O -2.837 2.194 1.519
C -0.153 1.002 1.161
C -2.107 -1.472 3.265
C -1.169 -0.915 2.392
C -3.293 -0.781 3.587
C -3.570 0.435 2.967
C -2.505 1.053 2.180
C -1.275 0.372 1.914
N 0.447 0.228 0.124
C -0.348 -0.694 -0.633
C 1.576 0.853 -0.560
C 3.262 0.240 -3.221
C 0.532 -1.097 -1.772
C 3.138 -0.592 -1.931
C 1.857 0.659 -3.153
C 1.673 -0.019 -1.834
H -3.694 2.426 1.865
H -1.809 -2.310 3.874
H -0.169 -1.432 2.209
H -0.658 -1.522 -0.015
H -1.306 -0.260 -0.972
H 2.458 0.800 0.113
H 1.561 1.915 -0.707
H 3.914 1.116 -3.239
H 3.410 -0.299 -4.138
H -0.085 -1.066 -2.706
H 0.899 -2.081 -1.527
H 3.131 -1.730 -2.190
H 3.803 -0.504 -1.105
H 1.674 1.695 -3.096
H 1.085 0.298 -3.870
```

Table of Mulliken atomic charges, one value per atom, all in e: -0.596 -0.193 -0.233 -0.549 -0.046 -0.726 -0.235 0.275 -0.063 0.873 0.169 0.361 -0.716 -1.294 -0.355 -0.620 -1.290 -1.349 2.113 0.265 0.364 0.385 0.405 0.239 0.213 0.315 0.276 0.305 0.188 0.346 0.227 0.365 0.295 0.285


Record 3
A structure of composition C14H15F12N5O12S4Zn2 in a non-equilibrium geometry. Source: OMol25; level of theory: wB97M-V/def2-TZVPD.

Output
LUMO energy	-2.50	eV
energy above the lowest of the compared OMol25 structures with the same formula, charge and spin	31.4	kJ/mol

```
64
C14H15F12N5O12S4Zn2 | OMol25 | wB97M-V/def2-TZVPD
Zn -2.974 0.091 -1.716
Zn -0.408 1.988 2.579
C 1.434 -1.015 -0.337
F 1.530 -1.411 -1.604
F 1.939 -1.952 0.446
F 2.203 0.024 -0.233
S -0.368 -0.550 0.272
O -0.182 0.499 1.269
O -1.175 -0.055 -0.866
O -0.940 -1.761 0.860
C 2.514 -0.824 4.237
F 1.363 -1.578 4.291
F 3.412 -1.212 5.089
F 3.056 -0.886 3.010
S 2.172 1.006 4.486
O 1.403 1.502 3.332
O 1.277 0.990 5.682
O 3.440 1.685 4.722
C -4.567 3.469 1.286
F -4.304 4.597 1.966
F -5.102 2.558 2.124
F -5.449 3.893 0.399
S -2.990 2.668 0.438
O -2.498 3.736 -0.458
O -2.029 2.408 1.532
O -3.398 1.478 -0.325
C 0.330 1.217 -3.943
F 1.101 1.699 -4.928
F -0.185 0.083 -4.471
F 0.981 1.030 -2.815
S -1.166 2.412 -3.464
O -2.111 1.422 -2.900
O -0.710 3.289 -2.346
O -1.530 3.027 -4.771
C -2.682 -3.335 -4.828
C -2.540 -2.383 -3.714
N -2.412 -1.574 -2.891
H -3.672 -3.297 -5.281
H -2.483 -4.385 -4.615
H -1.888 -3.037 -5.514
C 4.797 2.157 0.741
C 5.185 2.394 2.157
N 5.561 2.544 3.280
H 5.470 1.499 0.192
H 4.999 3.168 0.389
H 3.746 1.882 0.641
C -0.230 -3.932 3.294
C -1.231 -4.621 2.453
N -1.981 -5.270 1.806
H 0.644 -4.546 3.511
H -0.633 -3.456 4.188
H 0.326 -3.206 2.701
C 4.048 0.905 -3.544
C 5.151 1.763 -3.297
N 6.108 2.386 -3.149
H 3.474 0.666 -2.649
H 4.451 0.031 -4.057
H 3.289 1.308 -4.215
C -3.979 -2.378 2.032
C -3.864 -1.774 0.724
N -3.794 -1.322 -0.323
H -4.855 -2.027 2.577
H -3.097 -2.229 2.655
H -3.978 -3.459 1.893
```

Table of Mulliken atomic charges, one value per atom, all in e: 0.400 0.234 0.466 -0.220 -0.183 -0.206 -0.262 0.456 0.602 -0.504 0.604 -0.179 -0.182 -0.231 0.966 -0.170 -0.743 -0.508 0.422 -0.184 -0.192 -0.182 0.998 -0.622 -0.176 -0.448 0.515 -0.271 -0.263 -0.067 1.027 -0.539 -0.589 -0.671 -1.056 0.668 -0.076 0.294 0.324 0.285 -0.365 0.202 -0.435 0.306 0.320 0.010 -0.388 0.300 -0.536 0.429 0.288 -0.048 -0.100 0.267 -0.415 -0.144 0.335 0.079 -1.014 0.683 -0.156 0.361 0.161 0.322


Record 4
The molecule C14H15N3O5S in a non-equilibrium geometry. Source: OMol25; level of theory: wB97M-V/def2-TZVPD.

Output
LUMO energy	-0.69	eV
SMILES	C[C@@H]1S[C@H](C)C(=O)N(CC(=O)Nc2ccc([N+](=O)[O-])cc2)C1=O
energy above the lowest of the compared OMol25 structures with the same formula, charge and spin	88.2	kJ/mol

```
38
C14H15N3O5S | OMol25 | wB97M-V/def2-TZVPD
C -0.569 -3.116 1.144
C -0.504 -1.678 0.634
C 0.713 -0.949 1.164
O 1.000 -1.029 2.334
N 1.431 -0.105 0.324
C 1.539 -0.186 -1.055
O 2.087 0.683 -1.686
C 0.984 -1.433 -1.689
C 1.829 -2.659 -1.368
H 1.340 -3.554 -1.748
H 2.801 -2.562 -1.849
H 1.987 -2.764 -0.297
H 0.942 -1.276 -2.769
S -0.755 -1.561 -1.166
C 2.314 0.862 0.972
H 3.347 0.501 0.934
H 2.024 0.932 2.023
C 2.338 2.245 0.327
O 3.371 2.857 0.224
N 1.161 2.796 -0.110
C -0.134 2.298 -0.065
C -0.923 2.345 -1.219
C -2.205 1.843 -1.208
C -2.716 1.304 -0.031
C -1.963 1.304 1.139
C -0.678 1.801 1.123
H -0.100 1.824 2.032
H -2.404 0.928 2.050
N -4.033 0.731 -0.023
O -4.747 0.940 -0.979
O -4.341 0.063 0.943
H -2.817 1.841 -2.096
H -0.505 2.752 -2.127
H 1.319 3.556 -0.762
H -1.358 -1.136 1.057
H -0.399 -3.122 2.218
H 0.178 -3.743 0.666
H -1.552 -3.530 0.937
```

Table of Mulliken atomic charges, one value per atom, all in e: -1.530 1.093 -0.138 -0.610 0.217 0.261 -0.597 0.226 -1.427 0.331 0.414 0.328 0.463 -0.164 -0.712 0.367 0.480 0.360 -0.647 -0.191 0.314 -0.579 -0.633 0.137 -0.563 0.057 0.446 0.361 1.025 -0.616 -0.627 0.494 0.414 0.235 -0.077 0.344 0.331 0.410


Number 2 is which compound?
C14H15Cl2NO2


The lowest LUMO energy belongs to which entry?
C14H15Br42F2S2


What is the energy above the lowest of the compared OMol25 structures with the same formula, charge and spin in the second record?
143.5 kJ/mol


What is the formula in the third record?
C14H15F12N5O12S4Zn2